Formula: C7F5NXe
Source: the OMol25 dataset
Level of theory: ωB97M-V/def2-TZVPD

Calculated values
Total energy: -31292.424 eV
Highest occupied orbital energy: -10.40 eV
Kohn-Sham gap: 9.829 eV

Positions of all 14 atoms, in Å:
C  2.04454  -0.35709  -0.00001
C  1.06943  0.62476  0.00001
C  -0.26998  0.30223  0.00000
C  -0.63294  -1.02776  0.00001
C  0.31829  -2.03270  -0.00001
C  1.66148  -1.68890  0.00001
F  3.33484  -0.03777  -0.00001
F  1.44907  1.90818  0.00000
Xe  -1.80199  1.88133  -0.00001
F  -1.92748  -1.36776  0.00001
F  -0.03796  -3.31304  0.00000
F  2.58536  -2.63988  0.00000
N  -4.36134  4.21546  0.00000
C  -3.43126  3.53294  0.00000

natural (NBO) charges in e:
1. C 0.268
2. C 0.323
3. C -0.397
4. C 0.303
5. C 0.306
6. C 0.288
7. F -0.276
8. F -0.297
9. Xe 0.906
10. F -0.298
11. F -0.284
12. F -0.273
13. N -0.406
14. C -0.162

Formula: C7H10
Source: the OMol25 dataset
Level of theory: ωB97M-V/def2-TZVPD

Calculated values
Structure (SMILES): C=C/C=C/CC=C
Total energy: -7419.070 eV
Highest occupied orbital energy: -8.64 eV
Kohn-Sham gap: 9.855 eV
ΔE to the lowest compared entry with this formula, charge and spin: 1.965 eV

Positions of all 17 atoms, in Å:
C  2.34736  0.48176  0.75571
C  3.10984  1.24604  1.51313
C  0.83794  0.42675  0.86456
C  0.07805  -0.22298  -0.25750
C  -1.22677  -0.44273  -0.17024
C  -2.00777  -0.93989  -1.31328
C  -3.29425  -0.67395  -1.50550
H  2.74333  -0.13327  -0.04907
H  4.18136  1.13039  1.42769
H  2.70885  1.91928  2.26063
H  0.59384  -0.05605  1.81430
H  0.48289  1.45750  0.98573
H  0.55508  -0.47812  -1.20474
H  -1.77493  -0.09058  0.69929
H  -1.44871  -1.51926  -2.03448
H  -3.91135  -0.12708  -0.80441
H  -3.80128  -1.04798  -2.38075

natural (NBO) charges in e:
1. C -0.156
2. C -0.404
3. C -0.498
4. C -0.153
5. C -0.224
6. C -0.205
7. C -0.387
8. H 0.194
9. H 0.201
10. H 0.194
11. H 0.230
12. H 0.226
13. H 0.197
14. H 0.197
15. H 0.200
16. H 0.192
17. H 0.197

Question: What is the formula in the first record?
Answer: C7F5NXe